Below is a molecular structure, C36H31ClN2P2PtSTe, with properties calculated with ωB97M-V/def2-TZVPD.

Summary:
HOMO-LUMO gap (alpha / beta) = 6.391 / 6.099 eV
LUMO energy (alpha / beta) = -0.326 / -1.036 eV
Highest occupied orbital energy (alpha / beta) = -6.72 / -7.13 eV
Electronic energy = -3428.27996 Ha
Multiplicity = 3

Atoms and positions in Å:
Pt: -6.079 -11.886 12.435
Te: -7.510 -13.340 16.629
C: -8.284 -15.211 17.313
C: -7.435 -15.989 18.102
C: -7.880 -17.220 18.576
N: -9.068 -17.710 18.321
C: -9.863 -16.992 17.520
C: -9.538 -15.731 16.987
C: -7.058 -13.821 14.612
P: -7.940 -13.145 13.204
C: -8.721 -14.529 12.280
C: -8.840 -14.351 10.914
C: -9.266 -15.399 10.127
C: -9.716 -16.571 10.738
C: -9.596 -16.761 12.096
C: -9.084 -15.724 12.897
C: -9.419 -12.212 13.731
C: -9.264 -10.855 14.083
C: -10.295 -10.166 14.713
C: -11.481 -10.828 15.084
C: -11.645 -12.155 14.744
C: -10.630 -12.816 14.048
P: -5.364 -13.615 13.992
C: -4.776 -15.090 13.081
C: -3.448 -15.109 12.667
C: -2.960 -16.127 11.869
C: -3.851 -17.134 11.480
C: -5.165 -17.153 11.913
C: -5.628 -16.140 12.736
C: -4.301 -13.836 15.459
C: -3.483 -12.839 15.943
C: -2.619 -13.091 17.013
C: -2.597 -14.348 17.590
C: -3.443 -15.350 17.117
C: -4.288 -15.082 16.043
H: -6.404 -15.681 18.299
H: -7.236 -17.842 19.167
H: -10.826 -17.454 17.338
H: -10.241 -15.238 16.358
H: -8.525 -13.423 10.427
H: -9.332 -15.310 9.062
H: -10.132 -17.335 10.129
H: -9.927 -17.689 12.517
H: -8.983 -15.827 13.953
H: -8.284 -10.385 13.842
H: -10.181 -9.090 14.936
H: -12.285 -10.240 15.474
H: -12.552 -12.679 14.893
H: -10.757 -13.856 13.736
H: -2.825 -14.321 13.055
H: -1.927 -16.156 11.525
H: -3.489 -17.949 10.861
H: -5.853 -17.917 11.653
H: -6.658 -16.136 13.031
H: -3.562 -11.854 15.503
H: -1.930 -12.354 17.405
H: -1.879 -14.532 18.379
H: -3.381 -16.353 17.550
H: -4.944 -15.835 15.653
S: -5.128 -13.166 10.580
C: -5.724 -12.529 9.131
N: -6.408 -11.376 9.099
C: -7.014 -10.894 7.967
C: -6.911 -11.536 6.798
C: -6.177 -12.769 6.778
C: -5.609 -13.234 7.917
H: -6.407 -10.834 9.932
H: -7.503 -9.965 8.121
H: -7.420 -11.149 5.919
H: -6.037 -13.289 5.834
H: -5.086 -14.176 7.940
Cl: -5.522 -8.933 11.330
C: -4.752 -10.269 12.296
H: -4.608 -9.817 13.262
H: -3.793 -10.454 11.821

Atomic partial charges in e from the Löwdin method, atoms 1 to 8:
1. Pt 0.5437
2. Te 1.2474
3. C -0.5377
4. C -0.1388
5. C -0.1702
6. N 0.0486
7. C -0.1422
8. C -0.1131

Below is a molecular structure, C36H31F2N5PSV, with properties calculated with ωB97M-V/def2-TZVPD.

Summary:
Net charge = +3
HOMO-LUMO gap (alpha / beta) = 5.735 / 6.334 eV
LUMO energy (alpha / beta) = -11.187 / -10.582 eV
Highest occupied orbital energy (alpha / beta) = -16.92 / -16.92 eV
Electronic energy = -3546.57535 Ha
Multiplicity = 2

Atoms and positions in Å:
V: -0.018 0.406 1.230
S: -6.567 -2.638 0.628
N: -5.515 -2.728 1.840
C: -4.566 -1.839 1.574
C: -3.434 -1.522 2.429
C: -3.254 -1.996 3.737
C: -2.180 -1.553 4.480
C: -1.261 -0.681 3.901
N: -1.415 -0.236 2.653
C: -2.506 -0.621 1.943
C: -2.702 0.084 0.682
N: -1.776 1.055 0.387
C: -2.120 1.984 -0.511
C: -3.289 1.905 -1.256
C: -4.133 0.831 -1.078
C: -3.853 -0.094 -0.060
C: -4.768 -1.144 0.366
N: -5.872 -1.504 -0.276
H: -3.980 -2.684 4.156
H: -2.038 -1.868 5.504
H: -0.390 -0.338 4.443
H: -1.438 2.811 -0.628
H: -3.510 2.685 -1.970
H: -5.038 0.721 -1.663
C: 1.179 -4.574 -0.372
C: 0.939 -4.010 1.041
C: 2.237 -4.014 1.875
C: -0.195 -4.765 1.761
C: 0.528 -2.606 0.914
N: 0.207 -1.503 0.814
H: 1.419 -5.631 -0.262
H: 2.020 -4.081 -0.859
H: 0.293 -4.489 -0.999
H: 2.513 -5.056 2.042
H: 2.100 -3.541 2.848
H: 3.056 -3.531 1.340
H: 0.155 -5.782 1.935
H: -1.095 -4.810 1.148
H: -0.433 -4.317 2.726
C: -1.092 1.711 -4.892
C: -0.947 2.863 -4.132
C: -0.346 2.802 -2.882
C: 0.129 1.583 -2.400
C: -0.016 0.426 -3.169
C: -0.632 0.492 -4.408
P: 1.031 1.444 -0.843
C: 2.631 0.740 -1.296
C: 3.660 1.546 -1.784
C: 4.833 0.973 -2.250
C: 4.984 -0.408 -2.256
C: 3.959 -1.218 -1.791
C: 2.789 -0.648 -1.310
C: 1.152 3.075 -0.086
C: 0.596 3.231 1.186
C: 0.648 4.417 1.891
C: 1.273 5.506 1.294
C: 1.822 5.391 0.024
C: 1.761 4.187 -0.667
H: -1.556 1.765 -5.868
H: -1.294 3.814 -4.514
H: -0.245 3.711 -2.303
H: 0.366 -0.526 -2.819
H: -0.739 -0.404 -5.005
H: 3.571 2.622 -1.791
H: 5.630 1.607 -2.615
H: 5.899 -0.849 -2.630
H: 4.072 -2.295 -1.811
H: 1.984 -1.295 -0.983
H: 0.065 2.415 1.712
H: 0.213 4.501 2.877
H: 1.326 6.448 1.823
H: 2.299 6.246 -0.435
H: 2.176 4.133 -1.665
F: 1.346 0.107 2.795
C: 2.011 0.444 1.563
F: 2.732 1.512 1.756
H: 2.609 -0.396 1.221

Atomic partial charges in e from the Löwdin method, atoms 1 to 8:
1. V 0.9137
2. S 1.1443
3. N -0.1797
4. C -0.3005
5. C -0.0523
6. C 0.0772
7. C 0.0197
8. C -0.0517

Below is a molecular structure, C36H31GeMoN3O2S, with properties calculated with ωB97M-V/def2-TZVPD.

Summary:
HOMO-LUMO gap (alpha / beta) = 6.642 / 6.643 eV
LUMO energy (alpha / beta) = 0.452 / 0.453 eV
Highest occupied orbital energy (alpha / beta) = -6.19 / -6.19 eV
Electronic energy = -4248.42523 Ha

Atoms and positions in Å:
Mo: -0.020 0.332 0.864
C: -5.936 -2.741 3.962
C: -4.657 -1.959 3.853
C: -4.027 -1.793 2.622
C: -2.852 -1.071 2.515
C: -2.299 -0.506 3.655
C: -2.904 -0.656 4.893
C: -4.080 -1.382 4.982
S: -0.785 0.386 3.573
O: -0.445 0.886 4.874
O: 0.234 -0.538 2.977
N: -1.061 1.484 2.454
C: -0.162 2.541 2.280
C: 0.077 3.600 3.152
C: 0.927 4.599 2.723
C: 1.528 4.520 1.467
C: 1.281 3.413 0.685
N: 0.461 2.439 1.092
H: -6.256 -3.105 2.987
H: -6.736 -2.123 4.375
H: -5.812 -3.599 4.624
H: -4.463 -2.226 1.730
H: -2.384 -0.934 1.545
H: -2.455 -0.208 5.769
H: -4.560 -1.503 5.947
H: -0.416 3.623 4.113
H: 1.120 5.452 3.361
H: 2.187 5.298 1.109
H: 1.741 3.274 -0.285
C: 4.445 -1.404 -0.412
C: 3.433 -1.357 -1.359
C: 2.184 -0.893 -0.998
N: 1.891 -0.495 0.255
C: 2.867 -0.579 1.176
C: 4.149 -1.002 0.880
H: 5.437 -1.749 -0.673
H: 3.600 -1.670 -2.381
H: 1.371 -0.823 -1.706
H: 2.596 -0.290 2.184
H: 4.892 -1.025 1.665
C: -0.961 0.007 -0.549
Ge: -2.173 -0.646 -1.865
C: -1.362 -2.224 -2.697
C: -1.521 -2.504 -4.053
C: -0.930 -3.624 -4.625
C: -0.168 -4.481 -3.844
C: 0.003 -4.214 -2.492
C: -0.589 -3.093 -1.927
C: -3.922 -1.142 -1.133
C: -4.406 -2.446 -1.201
C: -5.673 -2.764 -0.722
C: -6.472 -1.775 -0.166
C: -5.999 -0.471 -0.083
C: -4.734 -0.161 -0.562
C: -2.503 0.702 -3.241
C: -3.644 0.648 -4.039
C: -3.855 1.583 -5.044
C: -2.925 2.590 -5.259
C: -1.787 2.661 -4.467
C: -1.581 1.722 -3.465
H: -2.108 -1.837 -4.675
H: -1.062 -3.825 -5.680
H: 0.294 -5.354 -4.288
H: 0.601 -4.878 -1.879
H: -0.437 -2.882 -0.872
H: -3.793 -3.225 -1.643
H: -6.036 -3.782 -0.790
H: -7.461 -2.019 0.201
H: -6.616 0.303 0.357
H: -4.377 0.862 -0.493
H: -4.385 -0.127 -3.872
H: -4.747 1.529 -5.656
H: -3.089 3.322 -6.040
H: -1.064 3.450 -4.628
H: -0.698 1.786 -2.837

Atomic partial charges in e from the Löwdin method, atoms 1 to 8:
1. Mo 1.1914
2. C -0.0421
3. C -0.2559
4. C -0.0153
5. C -0.0427
6. C -0.2848
7. C -0.0482
8. C -0.0335

> Number 1 is which compound?

C36H31ClN2P2PtSTe